#a
ORCA calculation (ωB97M-V with the def2-TZVPD basis set) on a cluster of 2 separate species, CN2O2 in total.

Geometry as XYZ:
```
5
Properties=species:S:1:pos:R:3:mulliken_charge:R:1
C -1.785 0.668 0.781 0.1599
N 0.619 -0.557 0.440 -0.3147
N 1.402 -0.151 -0.228 0.8424
O 2.191 0.271 -0.946 -0.5294
O -2.284 -0.156 0.138 -0.1582
```

Its HOMO-LUMO gap is 13.2 eV. As for the charge: 0. The HOMO energy comes out at -12.106 eV. Its molar mass is 72.02 g/mol. As for the spin multiplicity: 1.

---

#b
ORCA calculation (ωB97M-V with the def2-TZVPD basis set) on a structure of composition CN2O2.

Geometry as XYZ:
```
5
Properties=species:S:1:pos:R:3:mulliken_charge:R:1
C -0.641 0.859 0.173 0.0868
N -1.190 1.689 0.719 -0.2903
N 0.462 -0.673 -0.282 0.8507
O 0.570 -0.929 -1.416 -0.3355
O 0.799 -0.947 0.807 -0.3117
```

Its HOMO-LUMO gap is 10.5 eV. As for the charge: 0. The HOMO energy comes out at -12.082 eV. Its molar mass is 72.02 g/mol. As for the spin multiplicity: 1.

---

How far above the most stable structure does each one sit? In kJ/mol: #a 0.0; #b 368.0.

---

#a
ORCA calculation (ωB97M-V with the def2-TZVPD basis set) on an isolated molecule of C11H12N2O2.

Geometry as XYZ:
```
27
Properties=species:S:1:pos:R:3:mulliken_charge:R:1
C 4.417 -0.408 -0.388 -0.9079
C 3.592 0.758 0.479 -0.3529
C 2.093 0.150 0.744 -0.5505
N 1.163 1.124 1.496 -0.3147
C -0.186 0.928 0.773 0.1525
C -0.925 2.115 -0.118 -0.4330
C -2.370 1.768 -0.885 -0.4040
C -2.930 0.239 -0.689 0.0315
C -2.233 -0.971 0.169 0.2668
C -0.825 -0.609 0.929 -0.1895
C -3.070 -2.385 0.100 0.3116
O -2.876 -3.540 0.757 -0.5414
N -4.116 -2.039 -0.980 -0.1893
C -4.268 -0.534 -1.237 0.2846
O -5.382 -0.059 -1.844 -0.5653
H 4.827 -1.202 0.374 0.2570
H 5.242 0.050 -1.089 0.2930
H 3.582 -0.933 -1.058 0.2617
H 3.510 1.680 -0.264 0.2956
H 4.160 1.044 1.465 0.2847
H 1.634 -0.090 -0.331 0.3113
H 2.116 -0.879 1.326 0.1494
H 1.498 2.108 1.396 0.3771
H -0.412 3.167 -0.203 0.2310
H -2.968 2.540 -1.533 0.3404
H -0.262 -1.449 1.548 0.2895
H -5.010 -2.576 -0.936 0.3109
```

The SMILES is CCCNc1ccc2c(c1)C(=O)NC2=O. Its HOMO-LUMO gap is 7.4 eV. As for the charge: 0. The HOMO energy comes out at -8.837 eV. Its molar mass is 204.23 g/mol. As for the spin multiplicity: 1.

---

#b
ORCA calculation (ωB97M-V with the def2-TZVPD basis set) on an isolated molecule of C11H12N2O2.

Geometry as XYZ:
```
27
Properties=species:S:1:pos:R:3:mulliken_charge:R:1
N -2.594 -1.406 1.092 -0.7199
C -2.159 -0.203 0.436 0.4271
C -1.322 -0.485 -0.867 -1.4089
C 0.147 -0.895 -0.547 0.3801
C 0.768 -2.081 -0.523 -0.6107
N 2.025 -1.895 -0.078 -0.0152
C 2.362 -0.524 -0.026 -0.1596
C 3.588 -0.018 0.368 -0.9781
C 3.587 1.328 0.337 -0.3239
C 2.434 2.150 0.158 -0.7353
C 1.255 1.555 -0.216 -0.2296
C 1.159 0.126 -0.259 1.0002
C -3.449 0.599 0.064 0.2963
O -4.572 0.222 0.023 -0.5509
O -3.155 1.920 -0.276 -0.4492
H -3.030 -2.063 0.397 0.2769
H -3.324 -1.093 1.691 0.2975
H -1.524 0.411 1.086 0.3761
H -1.276 0.427 -1.475 0.4025
H -1.849 -1.333 -1.358 0.4516
H 0.292 -3.046 -0.497 0.4089
H 2.636 -2.635 0.151 0.1530
H 4.511 -0.575 0.486 0.3349
H 4.515 1.829 0.570 0.3479
H 2.489 3.186 0.488 0.3709
H 0.513 2.243 -0.623 0.3350
H -4.024 2.251 -0.602 0.3223
```

The SMILES is N[C@@H](Cc1c[nH]c2ccccc12)C(=O)O. Its HOMO-LUMO gap is 8.7 eV. As for the charge: 0. The HOMO energy comes out at -7.979 eV. Its molar mass is 204.23 g/mol. As for the spin multiplicity: 1.

---

How far above the most stable structure does each one sit? In kJ/mol: #a 1081.0; #b 0.0.

---

#a
ORCA calculation (ωB97M-V with the def2-TZVPD basis set) on a structure of composition C6H12N2O3.

Geometry as XYZ:
```
23
Properties=species:S:1:pos:R:3:mulliken_charge:R:1
C -0.122 1.772 -0.304 0.6764
C -0.667 -0.490 -1.468 -0.2854
C -1.520 2.016 -0.553 -1.2676
C 0.864 -0.360 1.955 -1.3598
C -0.020 -0.855 0.883 0.5183
C 0.268 -0.105 -0.375 0.8065
N 0.148 -2.227 0.587 -0.7656
N 1.632 -0.105 -0.839 -0.7619
O -1.751 -1.000 -1.221 -0.6084
O 0.774 2.511 -0.090 -0.4738
O -0.318 -0.153 -2.695 -0.5155
H -1.850 3.048 -0.583 0.4131
H -2.073 1.652 0.341 0.3165
H -1.889 1.391 -1.333 0.4022
H 0.913 -0.967 2.901 0.3876
H 0.615 0.689 2.267 0.2900
H 1.939 -0.261 1.676 0.3235
H -1.090 -0.712 1.184 0.2432
H 0.136 -2.727 1.482 0.3159
H -0.760 -2.499 0.057 0.3021
H 0.665 -0.089 -2.975 0.4055
H 2.039 -1.053 -0.718 0.3276
H 2.065 0.522 -0.178 0.3099
```

Its HOMO-LUMO gap is 10.1 eV. As for the charge: 0. The HOMO energy comes out at -9.372 eV. Its molar mass is 160.17 g/mol. As for the spin multiplicity: 1.

---

#b
ORCA calculation (ωB97M-V with the def2-TZVPD basis set) on a cluster of 3 separate species, C6H12N2O3 in total.

Geometry as XYZ:
```
23
Properties=species:S:1:pos:R:3:mulliken_charge:R:1
C -3.677 -0.262 0.557 -0.7125
C -1.758 0.104 -0.892 -0.5696
C 0.319 1.763 0.083 -0.5466
C 2.087 0.689 0.607 -0.4408
C 2.640 -1.596 -0.052 -0.7011
C 0.328 -0.664 -0.166 0.3825
H -3.849 -1.330 0.463 0.2731
H -3.891 0.287 1.527 0.2192
H -4.193 0.315 -0.304 0.2941
H -2.022 -0.889 -1.216 0.4331
H -2.242 0.946 -1.635 0.2833
H -0.035 2.538 -0.641 0.3221
H 0.163 2.069 1.039 0.4575
H 1.618 0.855 1.742 0.3015
H 3.335 0.898 0.621 0.2584
H 2.510 -2.465 1.112 0.2228
H 3.857 -1.092 -0.036 0.2453
H 2.384 -2.379 -1.371 0.2216
N -0.302 0.518 -0.410 0.1236
N 1.674 -0.525 0.067 0.2828
O -2.269 -0.016 0.330 -0.3071
O 1.605 1.805 -0.276 -0.4174
O -0.195 -1.777 -0.018 -0.6258
```

Its HOMO-LUMO gap is 9.6 eV. As for the charge: 0. The HOMO energy comes out at -8.861 eV. Its molar mass is 160.17 g/mol. As for the spin multiplicity: 1.

---

How far above the most stable structure does each one sit? In kJ/mol: #a 0.0; #b 684.1.

---

#a
ORCA calculation (ωB97M-V with the def2-TZVPD basis set) on a cluster of 3 separate species, C3H12N2O2 in total.

Geometry as XYZ:
```
19
Properties=species:S:1:pos:R:3:mulliken_charge:R:1
C -0.108 1.439 1.495 -1.9352
C 0.758 1.637 0.167 -2.1413
N 1.351 0.368 -0.229 1.0811
C 1.035 -0.380 -1.256 -1.7941
N 1.410 -1.584 -1.486 -0.6098
H -1.032 0.840 1.436 0.3213
H -0.649 2.354 1.799 0.8066
H 0.457 1.061 2.360 0.3205
H 0.216 2.133 -0.789 0.5121
H 1.544 2.337 0.424 1.1802
H 1.832 -0.226 0.490 0.3030
H 0.619 -0.017 -2.177 0.4600
H 1.564 -1.826 -2.514 0.3359
H -0.049 -1.891 -0.213 0.4685
H -1.424 -2.700 0.031 0.3937
O -0.625 -2.307 0.483 -0.7012
H -2.028 -1.096 -0.124 0.0679
H -2.121 0.292 0.138 0.3835
O -2.749 -0.434 -0.034 -0.4525
```

Its HOMO-LUMO gap (spin up / spin down) is 2.9 / 9.5 eV. As for the charge: -1. The HOMO energy (spin up / spin down) comes out at 1.078 / -5.603 eV. Its molar mass is 108.14 g/mol. As for the spin multiplicity: 2.

---

#b
ORCA calculation (ωB97M-V with the def2-TZVPD basis set) on a cluster of 3 separate species, C3H12N2O2 in total.

Geometry as XYZ:
```
19
Properties=species:S:1:pos:R:3:mulliken_charge:R:1
C 0.566 2.744 -1.240 -1.0175
C 0.048 1.364 -1.814 -0.4737
N 0.023 0.624 1.432 -0.6427
C -0.413 0.268 0.130 -0.5878
N 0.222 0.210 -0.973 -0.6378
H 1.579 3.021 -1.612 0.2388
H -0.065 3.493 -1.773 0.3068
H 0.483 2.908 -0.089 0.2835
H -1.079 1.576 -1.824 0.2519
H 0.461 0.887 -2.726 0.3876
H 1.039 0.335 1.484 0.1889
H -0.543 0.166 2.199 0.5058
H -1.513 0.552 0.036 0.3618
H -3.783 -4.677 -0.092 0.3703
H -3.106 -5.947 0.510 0.3527
O -2.955 -5.055 0.140 -0.7917
H 2.801 -1.484 2.327 0.3733
H 3.388 -0.441 1.527 0.3455
O 2.847 -0.544 2.361 -0.8159
```

Its HOMO-LUMO gap (spin up / spin down) is 2.4 / 5.7 eV. As for the charge: -1. The HOMO energy (spin up / spin down) comes out at 0.848 / -2.588 eV. Its molar mass is 108.14 g/mol. As for the spin multiplicity: 2.

---

How far above the most stable structure does each one sit? In kJ/mol: #a 0.0; #b 93.8.

---

#a
ORCA calculation (ωB97M-V with the def2-TZVPD basis set) on an isolated molecule of C3H5N3O3.

Geometry as XYZ:
```
14
Properties=species:S:1:pos:R:3:mulliken_charge:R:1
N -1.839 1.772 0.002 -0.5273
C -0.929 0.722 0.002 0.2371
O 0.497 0.823 -0.129 -0.4758
C 0.984 -0.410 -0.027 0.5835
N 2.213 -0.679 0.061 -0.5381
O 2.976 0.500 0.027 -0.3438
N 0.002 -1.322 -0.086 -0.0357
C -1.214 -0.619 0.084 0.2444
O -2.402 -1.262 0.028 -0.5440
H -1.876 2.288 -0.823 0.2448
H -1.831 2.404 0.857 0.2580
H 2.430 1.225 0.325 0.3330
H 0.170 -2.328 -0.114 0.2357
H -3.133 -0.632 0.154 0.3283
```

The SMILES is Nc1o/c(=N\O)[nH]c1O. Its HOMO-LUMO gap is 8.0 eV. As for the charge: 0. The HOMO energy comes out at -7.609 eV. Its molar mass is 131.09 g/mol. As for the spin multiplicity: 1.

---

#b
ORCA calculation (ωB97M-V with the def2-TZVPD basis set) on a cluster of 2 separate species, C3H5N3O3 in total.

Geometry as XYZ:
```
14
Properties=species:S:1:pos:R:3:mulliken_charge:R:1
C 0.819 -0.442 -2.656 0.4433
C -1.260 1.783 2.364 -0.1987
C -0.202 0.642 0.554 -0.0399
N 0.384 0.551 -3.046 -0.4710
N 1.359 -1.607 -2.427 -0.3804
N -0.214 -0.666 1.074 0.9795
O 0.336 -1.484 0.277 -0.7125
O -0.601 -0.885 2.167 -0.6397
O -0.804 1.681 1.152 -0.1836
H -0.903 1.100 3.207 0.2544
H -1.667 2.846 2.565 0.2609
H -0.080 0.557 -0.510 0.1683
H 1.299 -1.822 -1.504 0.2868
H 1.535 -2.255 -3.217 0.2327
```

Its HOMO-LUMO gap (spin up / spin down) is 8.5 / 7.5 eV. As for the charge: 0. The HOMO energy (spin up / spin down) comes out at -9.236 / -8.999 eV. Its molar mass is 131.09 g/mol. As for the spin multiplicity: 1.

---

How far above the most stable structure does each one sit? In kJ/mol: #a 0.0; #b 427.0.

---

#a
ORCA calculation (ωB97M-V with the def2-TZVPD basis set) on the ion C4H8N3O2 with charge +1.

Geometry as XYZ:
```
17
Properties=species:S:1:pos:R:3:mulliken_charge:R:1
C -0.007 -1.107 1.228 -1.5011
C 0.302 -0.091 0.144 0.8484
C 1.813 0.069 -0.120 -1.5420
N -0.226 1.204 0.387 -0.0864
C -1.333 1.470 -0.443 0.3689
O -2.091 2.368 -0.669 -0.4465
N -1.464 0.251 -1.259 -0.1751
N -0.499 -0.621 -1.017 0.9313
O -0.354 -1.740 -1.401 -0.4655
H -1.067 -1.063 1.329 0.4278
H 0.621 -0.920 2.080 0.4167
H 0.266 -2.107 0.978 0.4354
H 1.942 0.565 -0.994 0.4649
H 2.123 -0.944 -0.044 0.3992
H 2.377 0.645 0.584 0.3883
H -0.263 1.688 1.208 0.2783
H -2.139 0.334 -1.992 0.2574
```

The SMILES is CC1(C)NC(=O)N[N+]1=O. Its HOMO-LUMO gap (spin up / spin down) is 9.1 / 9.1 eV. As for the charge: +1. The HOMO energy (spin up / spin down) comes out at -15.500 / -15.500 eV. Its molar mass is 130.13 g/mol. As for the spin multiplicity: 1.

---

#b
ORCA calculation (ωB97M-V with the def2-TZVPD basis set) on the ion C4H8N3O2 with charge +1.

Geometry as XYZ:
```
17
Properties=species:S:1:pos:R:3:mulliken_charge:R:1
C 1.056 -0.438 -0.225 0.1284
C -1.265 0.138 0.199 -0.5639
C -1.522 -1.238 -0.442 -0.4906
C 0.501 1.759 0.495 -0.8766
N 0.216 0.433 0.056 0.1457
N -0.867 -2.382 0.100 -0.3637
N 2.430 -0.093 -0.322 0.8745
O 3.081 -0.010 -1.308 -0.4690
O 2.773 -0.020 0.850 -0.3937
H -1.862 0.972 -0.201 0.3937
H -1.498 0.195 1.265 0.3762
H -2.627 -1.484 -0.089 0.3427
H -1.553 -1.202 -1.468 0.4867
H 0.031 2.390 -0.172 0.4164
H 0.067 1.949 1.446 0.3299
H 1.621 1.915 0.483 0.3577
H -0.581 -2.883 -0.666 0.3055
```

Its HOMO-LUMO gap (spin up / spin down) is 9.9 / 6.7 eV. As for the charge: +1. The HOMO energy (spin up / spin down) comes out at -15.902 / -14.905 eV. Its molar mass is 130.13 g/mol. As for the spin multiplicity: 1.

---

#c
ORCA calculation (ωB97M-V with the def2-TZVPD basis set) on a cluster of 2 separate species, C4H8N3O2 in total.

Geometry as XYZ:
```
17
Properties=species:S:1:pos:R:3:mulliken_charge:R:1
C -3.290 -0.239 0.803 -0.5438
C 0.008 0.131 -0.401 0.2879
C -2.974 0.266 -0.361 0.4323
C 2.481 -0.148 0.149 -0.7909
N -1.055 0.775 -0.904 -0.4284
N -3.706 0.652 -1.532 0.9758
N 1.315 0.521 -0.505 -0.2172
O -4.841 0.222 -1.450 -0.4994
O -3.229 1.395 -2.314 -0.5355
H -4.349 -0.349 1.062 0.3114
H -2.715 -0.541 1.720 0.3005
H -0.045 -0.860 0.021 0.3261
H 3.383 0.345 -0.300 0.2688
H 2.412 -1.237 0.040 0.3029
H 2.496 0.179 1.144 0.3661
H -1.031 1.429 -1.564 0.2035
H 1.640 1.284 -1.012 0.2400
```

Its HOMO-LUMO gap is 9.4 eV. As for the charge: +1. The HOMO energy comes out at -14.539 eV. Its molar mass is 130.13 g/mol. As for the spin multiplicity: 1.

---

How far above the most stable structure does each one sit? In kJ/mol: #a 0.0; #b 590.9; #c 340.3.